No. 1
Density functional theory data (wB97M-V/def2-TZVPD) for a molecular structure, C45H46AsBrN4OSTl.

Cartesian coordinates (Å):
Tl  0.212  -0.472  -0.045
S  -0.906  -0.241  2.526
C  -1.820  -1.681  2.721
N  -2.188  -2.296  3.801
N  -1.877  -1.754  5.015
C  -2.072  -0.461  5.463
C  -1.503  -0.095  6.685
C  -1.741  1.158  7.223
C  -2.539  2.076  6.552
C  -3.108  1.708  5.339
C  -2.894  0.454  4.797
N  -2.320  -2.471  1.603
N  -2.040  -2.039  0.478
C  -2.559  -2.825  -0.603
C  -3.220  -4.034  -0.419
C  -3.684  -4.721  -1.526
C  -3.496  -4.207  -2.805
C  -2.844  -2.995  -2.978
C  -2.375  -2.300  -1.872
H  -1.806  -2.461  5.725
H  -0.855  -0.794  7.200
H  -1.285  1.424  8.170
H  -2.711  3.061  6.964
H  -3.733  2.409  4.801
H  -3.345  0.181  3.855
H  -3.356  -4.414  0.584
H  -4.199  -5.665  -1.393
H  -3.863  -4.752  -3.665
H  -2.698  -2.580  -3.966
H  -1.878  -1.346  -1.998
C  -4.411  4.620  -5.104
C  -2.880  4.573  -5.190
C  -2.328  6.001  -5.070
C  -2.499  4.030  -6.568
C  -2.319  3.712  -4.062
C  -1.507  2.610  -4.270
C  -1.027  1.893  -3.191
Br  0.058  0.366  -3.555
C  -1.294  2.191  -1.832
O  -0.816  1.487  -0.874
C  -2.143  3.330  -1.631
C  -2.609  4.027  -2.733
C  -2.577  3.852  -0.250
C  -2.046  5.283  -0.075
C  -2.103  3.038  0.960
C  -4.113  3.886  -0.186
H  -4.820  5.228  -5.914
H  -4.746  5.048  -4.159
H  -4.829  3.616  -5.179
H  -2.721  6.638  -5.866
H  -1.239  5.995  -5.138
H  -2.599  6.449  -4.114
H  -2.941  4.656  -7.347
H  -2.861  3.011  -6.709
H  -1.418  4.029  -6.715
H  -1.237  2.284  -5.264
H  -3.244  4.886  -2.548
H  -0.956  5.288  -0.113
H  -2.355  5.684  0.893
H  -2.411  5.955  -0.853
H  -1.019  3.007  1.032
H  -2.447  2.007  0.934
H  -2.502  3.514  1.861
H  -4.547  4.572  -0.915
H  -4.438  4.206  0.807
H  -4.523  2.893  -0.373
C  8.438  0.623  -0.475
C  7.524  1.354  0.273
C  6.178  1.025  0.242
C  5.724  -0.042  -0.529
C  6.646  -0.754  -1.288
C  7.997  -0.429  -1.260
As  3.836  -0.587  -0.641
C  3.049  1.169  -0.286
C  2.583  1.615  0.947
C  1.949  2.846  1.053
C  1.779  3.641  -0.069
C  2.234  3.201  -1.302
C  2.862  1.971  -1.409
C  3.652  -1.482  1.089
C  4.170  -1.033  2.300
C  3.930  -1.730  3.474
C  3.168  -2.889  3.453
C  2.662  -3.356  2.252
C  2.906  -2.658  1.079
H  9.489  0.883  -0.453
H  7.860  2.190  0.874
H  5.472  1.632  0.796
H  6.308  -1.576  -1.909
H  8.701  -0.995  -1.856
H  2.661  0.987  1.826
H  1.562  3.166  2.012
H  1.263  4.588  0.012
H  2.064  3.796  -2.191
H  3.170  1.618  -2.386
H  4.777  -0.137  2.339
H  4.329  -1.358  4.409
H  2.962  -3.420  4.374
H  2.058  -4.254  2.228
H  2.482  -3.013  0.146

Values from the calculation:
**Charge**: -1
**2S+1**: 1
**Kohn-Sham gap**: 6.71 eV



No. 2
Density functional theory data (wB97M-V/def2-TZVPD) for a molecular structure, C45H46BaN4O3S4.

Cartesian coordinates (Å):
Ba  0.636  -1.433  -0.336
S  -1.650  -2.376  -2.472
C  -3.033  -2.888  -1.545
C  -3.784  -4.010  -1.960
C  -4.902  -4.453  -1.284
C  -5.352  -3.785  -0.146
C  -4.648  -2.675  0.282
C  -3.502  -2.239  -0.381
S  -2.669  -0.793  0.239
C  -2.282  -1.327  1.938
C  -1.447  -0.277  2.613
C  -1.952  0.434  3.684
C  -1.129  1.356  4.322
C  0.170  1.487  3.887
C  0.607  0.740  2.790
C  2.018  0.905  2.298
S  2.855  -0.655  1.872
C  2.251  -1.687  3.188
C  2.288  -1.145  4.517
C  2.170  -2.089  5.563
C  1.756  -3.368  5.345
C  1.178  -3.745  4.003
C  1.836  -2.949  2.877
S  1.940  -3.734  1.285
N  -0.204  -0.094  2.137
H  -3.437  -4.534  -2.842
H  -5.431  -5.329  -1.643
H  -6.229  -4.122  0.392
H  -4.989  -2.125  1.153
H  -1.727  -2.265  1.891
H  -3.198  -1.496  2.501
H  -2.965  0.255  4.018
H  -1.489  1.925  5.171
H  0.868  2.140  4.393
H  2.587  1.457  3.047
H  2.035  1.484  1.367
H  2.788  -0.200  4.699
H  2.485  -1.793  6.564
H  1.759  -4.103  6.145
H  1.346  -4.812  3.807
C  1.690  4.559  -1.853
O  2.452  4.419  -3.055
C  1.807  4.292  -4.242
C  2.376  4.974  -5.313
C  1.815  4.934  -6.577
C  0.656  4.198  -6.789
C  0.105  3.486  -5.738
C  0.663  3.500  -4.459
N  0.051  2.767  -3.432
C  0.702  1.740  -2.707
N  1.830  1.301  -3.294
C  2.926  0.529  -2.788
C  2.791  -0.458  -1.824
C  4.000  -1.110  -1.494
C  5.215  -0.822  -2.090
C  5.299  0.168  -3.073
C  4.145  0.843  -3.416
O  4.092  1.831  -4.390
C  5.304  2.235  -4.967
N  0.229  1.323  -1.579
C  -0.889  1.966  -1.019
C  -0.765  2.543  0.242
C  -1.852  3.086  0.914
C  -3.103  3.069  0.320
C  -3.258  2.502  -0.938
C  -2.170  1.948  -1.594
O  -2.279  1.368  -2.832
C  -3.495  0.693  -3.128
H  2.278  5.205  -1.204
H  1.543  3.597  -1.364
H  0.719  5.017  -2.048
H  3.267  5.554  -5.111
H  2.276  5.481  -7.390
H  0.198  4.156  -7.769
H  -0.771  2.867  -5.897
H  -0.920  2.537  -3.601
H  2.040  1.745  -4.174
H  3.984  -1.888  -0.732
H  6.113  -1.361  -1.804
H  6.246  0.394  -3.544
H  5.063  3.039  -5.661
H  5.786  1.417  -5.516
H  6.003  2.607  -4.210
H  0.211  2.529  0.709
H  -1.717  3.493  1.908
H  -3.965  3.471  0.838
H  -4.237  2.460  -1.396
H  -3.271  -0.009  -3.927
H  -4.270  1.399  -3.445
H  -3.839  0.125  -2.262
C  -2.509  -4.761  4.325
C  -1.203  -4.260  4.940
C  -1.499  -3.381  6.154
C  -0.350  -3.518  3.903
H  -3.126  -5.288  5.061
H  -2.318  -5.436  3.488
H  -3.094  -3.919  3.940
H  -0.632  -5.133  5.284
H  -2.118  -2.529  5.850
H  -0.572  -2.988  6.572
H  -2.041  -3.934  6.930
H  -0.642  -3.820  2.892
H  -0.525  -2.438  3.996

Values from the calculation:
**Charge**: -2
**2S+1**: 1
**Kohn-Sham gap**: 3.19 eV
**Relative energy (zero: lowest compared OMol25 entry of this formula, charge and spin)**: 0.00 kJ/mol



No. 3
Density functional theory data (wB97M-V/def2-TZVPD) for a molecular structure, C45H46BrClN2O2PRuTe in a non-equilibrium geometry.

Cartesian coordinates (Å):
Ru  0.401  -0.781  0.788
Cl  -0.345  -2.158  3.043
C  -2.014  -1.726  3.318
C  -2.575  -2.042  4.543
C  -3.908  -1.736  4.762
C  -4.664  -1.125  3.769
C  -4.085  -0.818  2.550
C  -2.739  -1.103  2.312
P  -1.995  -0.739  0.692
C  -3.099  -1.576  -0.465
C  -2.888  -2.941  -0.668
C  -3.777  -3.670  -1.441
C  -4.874  -3.037  -2.010
C  -5.073  -1.676  -1.821
C  -4.186  -0.935  -1.053
C  -2.242  1.046  0.407
C  -2.628  1.938  1.406
C  -2.754  3.292  1.118
C  -2.502  3.759  -0.163
C  -2.106  2.876  -1.162
C  -1.968  1.529  -0.877
H  -1.982  -2.523  5.309
H  -4.360  -1.983  5.713
H  -5.705  -0.893  3.943
H  -4.676  -0.349  1.773
H  -2.025  -3.423  -0.219
H  -3.617  -4.727  -1.602
H  -5.575  -3.604  -2.607
H  -5.924  -1.184  -2.274
H  -4.344  0.127  -0.924
H  -2.842  1.581  2.405
H  -3.065  3.980  1.893
H  -2.623  4.810  -0.391
H  -1.910  3.240  -2.162
H  -1.655  0.840  -1.653
Br  3.126  -1.266  0.507
C  3.637  0.163  1.654
C  4.946  0.521  1.730
C  5.311  1.565  2.605
C  4.362  2.180  3.369
C  3.000  1.795  3.302
C  2.021  2.405  4.123
C  0.720  2.004  4.068
C  0.328  0.996  3.159
C  1.235  0.402  2.323
C  2.606  0.763  2.405
H  5.697  0.015  1.139
H  6.348  1.863  2.671
H  4.640  2.972  4.053
H  2.329  3.186  4.808
H  -0.020  2.452  4.719
H  -0.718  0.714  3.126
C  -0.207  -5.797  0.138
N  0.848  -5.350  1.041
C  1.567  -6.370  1.796
C  1.173  -4.076  1.122
O  0.624  -3.172  0.462
H  0.036  -6.794  -0.222
H  -0.280  -5.116  -0.707
H  -1.163  -5.836  0.664
H  2.258  -6.911  1.149
H  0.855  -7.077  2.218
H  2.125  -5.912  2.610
H  1.993  -3.857  1.816
O  1.125  0.974  -0.578
C  1.423  2.141  -0.216
C  2.703  2.771  -0.701
C  2.581  4.164  -1.374
C  1.161  4.728  -1.452
C  0.641  5.217  -0.099
C  0.933  4.215  1.018
N  0.658  2.842  0.607
H  3.168  2.057  -1.378
H  3.351  2.829  0.181
H  2.980  4.088  -2.384
H  3.215  4.877  -0.843
H  0.484  3.965  -1.848
H  1.144  5.555  -2.162
H  -0.435  5.391  -0.162
H  1.107  6.169  0.165
H  0.319  4.420  1.894
H  1.975  4.277  1.335
H  -0.211  2.414  0.897
C  2.155  -1.089  -2.909
Te  0.289  -1.708  -2.066
C  -0.539  -0.762  -3.806
C  0.577  -0.778  -4.820
C  0.315  -0.608  -6.174
C  1.357  -0.584  -7.086
C  2.667  -0.727  -6.649
C  2.933  -0.902  -5.300
C  1.890  -0.931  -4.381
H  2.918  -1.833  -2.689
H  2.427  -0.147  -2.432
H  -0.848  0.259  -3.577
H  -1.413  -1.323  -4.130
H  -0.707  -0.499  -6.517
H  1.149  -0.461  -8.140
H  3.480  -0.712  -7.362
H  3.955  -1.022  -4.962

Values from the calculation:
**⟨S²⟩**: 0.768
**Charge**: +2
**2S+1**: 2
**Kohn-Sham gap (spin up / spin down)**: 6.49 / 7.02 eV
**Relative energy (zero: lowest compared OMol25 entry of this formula, charge and spin)**: 98.10 kJ/mol



No. 4
Density functional theory data (wB97M-V/def2-TZVPD) for a molecular structure, C45H47BBrN11O7PbS2.

Cartesian coordinates (Å):
Pb  0.081  0.170  -0.243
O  4.018  2.255  1.243
C  4.845  2.232  0.179
C  6.072  2.884  0.256
C  6.933  2.880  -0.829
C  6.583  2.236  -2.008
C  5.358  1.587  -2.080
C  4.490  1.559  -0.999
C  3.183  0.787  -1.071
O  2.199  1.289  -0.291
N  3.540  -0.612  -0.646
N  2.862  -1.233  0.284
C  3.230  -2.392  0.684
C  2.589  -3.063  1.804
Br  1.532  -1.961  2.940
C  2.775  -4.342  2.118
C  2.178  -5.025  3.285
C  2.943  -5.264  4.424
C  2.388  -5.877  5.535
C  1.056  -6.256  5.525
C  0.292  -6.030  4.390
C  0.852  -5.431  3.272
H  3.156  1.876  0.908
H  6.326  3.391  1.178
H  7.885  3.391  -0.757
H  7.247  2.252  -2.862
H  5.061  1.091  -3.000
H  2.880  0.742  -2.130
H  4.383  -1.032  -1.024
H  4.081  -2.912  0.235
H  3.413  -4.928  1.461
H  3.979  -4.948  4.441
H  2.994  -6.047  6.416
H  0.616  -6.723  6.396
H  -0.747  -6.314  4.383
H  0.266  -5.262  2.378
C  -4.553  0.051  -1.786
C  -3.546  -0.259  -0.864
N  -2.428  0.400  -1.141
N  -2.685  1.137  -2.235
C  -3.951  0.950  -2.643
B  -1.613  2.060  -2.848
N  -1.042  2.996  -1.764
C  -1.022  4.339  -1.763
C  -0.290  4.768  -0.675
C  0.125  3.586  -0.056
N  -0.339  2.532  -0.713
N  -0.472  1.194  -3.447
C  -0.021  1.193  -4.710
C  0.927  0.199  -4.842
C  0.991  -0.377  -3.573
N  0.143  0.223  -2.743
H  -5.559  -0.325  -1.828
H  -3.585  -0.916  -0.010
H  -4.334  1.461  -3.509
H  -2.105  2.719  -3.722
H  -1.519  4.896  -2.539
H  -0.075  5.779  -0.380
H  0.762  3.450  0.803
H  -0.406  1.894  -5.431
H  1.482  -0.072  -5.722
H  1.610  -1.190  -3.224
C  -2.766  -8.848  0.024
C  -3.933  -8.473  -0.865
S  -3.861  -6.808  -1.514
O  -4.906  -6.689  -2.495
O  -2.494  -6.501  -1.856
C  -4.324  -5.740  -0.144
C  -4.374  -4.292  -0.628
N  -3.074  -3.639  -0.761
C  -2.289  -3.163  0.258
N  -1.109  -2.768  -0.186
C  -1.102  -3.004  -1.525
C  -2.289  -3.549  -1.892
N  -2.740  -3.799  -3.224
O  -3.942  -3.836  -3.424
O  -1.889  -3.819  -4.087
C  -2.709  -3.040  1.685
H  -2.758  -9.924  0.193
H  -2.828  -8.362  0.988
H  -1.824  -8.564  -0.443
H  -4.899  -8.557  -0.366
H  -3.967  -9.072  -1.777
H  -3.612  -5.885  0.670
H  -5.318  -6.057  0.170
H  -4.944  -3.707  0.092
H  -4.884  -4.243  -1.586
H  -0.270  -2.762  -2.163
H  -3.700  -3.445  1.874
H  -1.993  -3.548  2.326
H  -2.695  -1.987  1.974
O  -1.465  0.879  1.827
S  -1.309  1.704  3.069
C  -2.639  1.176  4.154
C  -2.503  1.324  5.524
C  -3.520  0.874  6.355
C  -4.646  0.275  5.810
C  -4.764  0.124  4.433
C  -3.754  0.569  3.596
C  -1.931  3.321  2.623
C  -1.436  4.432  3.285
C  -1.881  5.692  2.908
C  -2.790  5.821  1.868
C  -3.255  4.696  1.196
C  -2.825  3.435  1.569
H  -1.616  1.786  5.939
H  -3.427  0.980  7.427
H  -5.433  -0.083  6.461
H  -5.645  -0.342  4.012
H  -3.811  0.443  2.522
H  -0.705  4.317  4.076
H  -1.503  6.571  3.411
H  -3.125  6.805  1.568
H  -3.946  4.805  0.370
H  -3.136  2.552  1.024

Values from the calculation:
**2S+1**: 1
**Kohn-Sham gap**: 7.31 eV
**Relative energy (zero: lowest compared OMol25 entry of this formula, charge and spin)**: 0.00 kJ/mol



no.,DFT total energy (Ha)
1,-7417.1386
2,-3805.4173
3,-5740.3739
4,-6460.0328